Here is 2 unconnected molecules or ions with the total composition C3H4N2O from the Open Molecules 2025 dataset. Energies are from wB97M-V/def2-TZVPD.

XYZ file:
```
10
Properties=species:S:1:pos:R:3
C 1.955 -1.159 0.394
C 1.463 0.761 -0.531
C 1.594 -0.234 1.321
N 1.839 -0.445 -0.781
N -1.685 -0.249 -0.137
O 1.194 0.951 0.807
H 2.062 -2.245 0.329
H 0.941 1.466 -1.263
H -1.802 0.805 0.046
H -1.159 -0.751 0.536
```

The calculation puts the energy relative to the best compared isomer or geometry (same formula, charge and spin) at 152.6 kcal/mol. As for the molar mass: 84.08 g mol⁻¹. The calculation puts the HOMO-LUMO gap (alpha / beta) at 9.347 / 8.094 eV. Its lowest unoccupied orbital energy (alpha / beta) is -0.74 / -1.64 eV.

Here are the Löwdin charges for atoms 1 to 8, given in e: atom 1 (C): -0.14, atom 2 (C): -0.22, atom 3 (C): 0.02, atom 4 (N): 0.06, atom 5 (N): 0.09, atom 6 (O): -0.02, atom 7 (H): 0.11, atom 8 (H): 0.16


Here is a single C3H4N2O molecule from the Open Molecules 2025 dataset. Energies are from wB97M-V/def2-TZVPD.

XYZ file:
```
10
Properties=species:S:1:pos:R:3
N -1.962 -0.053 -0.237
C -0.587 -0.169 -0.001
N -0.043 -1.506 -0.352
O 1.145 -1.642 -0.254
C 1.620 0.944 0.188
C 0.340 0.701 0.344
H -2.376 0.715 0.273
H -2.494 -0.902 -0.085
H 2.372 0.786 0.954
H 1.986 1.127 -0.829
```

The calculation puts the energy relative to the best compared isomer or geometry (same formula, charge and spin) at 115.9 kcal/mol. The SMILES is C=C=C(N)N=O. As for the molar mass: 84.08 g mol⁻¹. The calculation puts the HOMO-LUMO gap at 8.378 eV. Its lowest unoccupied orbital energy is -0.41 eV.

Here are the Löwdin charges for atoms 1 to 8, given in e: atom 1 (N): 0.08, atom 2 (C): -0.38, atom 3 (N): 0.02, atom 4 (O): -0.01, atom 5 (C): 0.02, atom 6 (C): -0.04, atom 7 (H): 0.09, atom 8 (H): 0.08


Here is a single C3H4N2O molecule from the Open Molecules 2025 dataset. Energies are from wB97M-V/def2-TZVPD.

XYZ file:
```
10
Properties=species:S:1:pos:R:3
N 1.933 -0.021 -0.424
C 0.606 -0.043 -0.089
N -0.063 1.063 0.011
C -1.356 0.647 0.233
C -1.428 -0.692 0.278
O -0.118 -1.172 0.067
H 2.273 0.931 -0.399
H 2.602 -0.740 -0.216
H -2.155 1.365 0.323
H -2.293 -1.340 0.216
```

The calculation puts the energy relative to the best compared isomer or geometry (same formula, charge and spin) at 19.3 kcal/mol. The SMILES is Nc1ncco1. As for the molar mass: 84.08 g mol⁻¹. The calculation puts the HOMO-LUMO gap at 9.305 eV. Its lowest unoccupied orbital energy is 0.95 eV.

Here are the Löwdin charges for atoms 1 to 8, given in e: atom 1 (N): 0.15, atom 2 (C): -0.49, atom 3 (N): 0.10, atom 4 (C): -0.15, atom 5 (C): -0.09, atom 6 (O): 0.06, atom 7 (H): 0.10, atom 8 (H): 0.10


Here is a single C3H4N2O molecule from the Open Molecules 2025 dataset. Energies are from wB97M-V/def2-TZVPD.

XYZ file:
```
10
Properties=species:S:1:pos:R:3
C -0.122 0.256 -0.047
C -1.438 -0.166 0.090
C -2.649 -0.380 0.060
H 2.807 -0.760 -0.669
H 2.750 -0.080 1.041
H 0.684 -1.736 0.076
H -3.716 -0.694 -0.284
N 2.172 -0.246 0.005
N 0.890 -0.724 -0.066
O 0.162 1.475 -0.044
```

The calculation puts the energy relative to the best compared isomer or geometry (same formula, charge and spin) at 102.0 kcal/mol. The SMILES is C#CC(=O)NN. As for the molar mass: 84.08 g mol⁻¹. The calculation puts the HOMO-LUMO gap at 9.799 eV. Its lowest unoccupied orbital energy is 0.41 eV.

Here are the Löwdin charges for atoms 1 to 8, given in e: atom 1 (C): -0.50, atom 2 (C): -0.07, atom 3 (C): 0.14, atom 4 (H): 0.10, atom 5 (H): 0.19, atom 6 (H): 0.16, atom 7 (H): 0.09, atom 8 (N): -0.06


Here is a single C3H4N2O2 molecule from the Open Molecules 2025 dataset. Energies are from wB97M-V/def2-TZVPD.

XYZ file:
```
11
Properties=species:S:1:pos:R:3
C 0.341 -1.259 0.882
N 0.025 -0.444 -0.291
N 1.067 0.427 -0.601
C 0.514 1.565 -0.751
O -0.826 1.587 -0.591
C -1.183 0.217 -0.480
O -2.290 -0.194 -0.660
H 1.133 -1.958 0.612
H 0.711 -0.603 1.682
H -0.536 -1.800 1.238
H 1.043 2.462 -1.041
```

The calculation puts the energy relative to the best compared isomer or geometry (same formula, charge and spin) at 49.7 kcal/mol. The SMILES is Cn1ncoc1=O. As for the molar mass: 100.08 g mol⁻¹. The calculation puts the HOMO-LUMO gap at 10.561 eV. Its lowest unoccupied orbital energy is 0.87 eV.

Here are the Löwdin charges for atoms 1 to 8, given in e: atom 1 (C): -0.02, atom 2 (N): -0.10, atom 3 (N): 0.10, atom 4 (C): -0.18, atom 5 (O): 0.10, atom 6 (C): -0.46, atom 7 (O): 0.15, atom 8 (H): 0.09


Here is a single C3H4N2O2 molecule from the Open Molecules 2025 dataset. Energies are from wB97M-V/def2-TZVPD.

XYZ file:
```
11
Properties=species:S:1:pos:R:3
N -1.851 -0.407 0.106
C -0.520 0.011 0.055
C 0.012 1.239 0.177
O 1.403 1.172 0.152
C 1.751 -0.129 0.010
O 2.866 -0.588 -0.038
N 0.581 -0.845 -0.072
H -2.072 -1.184 -0.502
H -2.503 0.354 -0.057
H -0.416 2.218 0.288
H 0.749 -1.841 -0.120
```

The calculation puts the energy relative to the best compared isomer or geometry (same formula, charge and spin) at 30.9 kcal/mol. The SMILES is Nc1coc(=O)[nH]1. As for the molar mass: 100.08 g mol⁻¹. The calculation puts the HOMO-LUMO gap at 8.805 eV. Its lowest unoccupied orbital energy is 0.61 eV.

Here are the Löwdin charges for atoms 1 to 8, given in e: atom 1 (N): 0.11, atom 2 (C): -0.34, atom 3 (C): -0.05, atom 4 (O): 0.08, atom 5 (C): -0.55, atom 6 (O): 0.09, atom 7 (N): 0.18, atom 8 (H): 0.09


Here is 2 unconnected molecules or ions with the total composition C3H4N2O2 from the Open Molecules 2025 dataset. Energies are from wB97M-V/def2-TZVPD.

XYZ file:
```
11
Properties=species:S:1:pos:R:3
C -1.376 -0.475 -0.130
N 0.051 -0.159 -0.096
N 0.882 -1.262 0.689
C 0.955 -1.132 -0.543
O 2.119 1.645 0.261
C 1.063 1.994 0.617
O 0.059 2.446 1.006
H -1.615 -1.463 -0.540
H -1.755 -0.409 0.894
H -1.869 0.303 -0.722
H 1.471 -1.480 -1.429
```

The calculation puts the energy relative to the best compared isomer or geometry (same formula, charge and spin) at 89.1 kcal/mol. The SMILES is CN1C=N1.O=C=O. As for the molar mass: 100.08 g mol⁻¹. The calculation puts the HOMO-LUMO gap at 10.573 eV. Its lowest unoccupied orbital energy is 0.82 eV.

Here are the Löwdin charges for atoms 1 to 8, given in e: atom 1 (C): -0.10, atom 2 (N): -0.15, atom 3 (N): 0.19, atom 4 (C): -0.19, atom 5 (O): 0.16, atom 6 (C): -0.45, atom 7 (O): 0.17, atom 8 (H): 0.07


Here is 2 unconnected molecules or ions with the total composition C3H4N2O2 from the Open Molecules 2025 dataset. Energies are from wB97M-V/def2-TZVPD.

XYZ file:
```
11
Properties=species:S:1:pos:R:3
C -1.957 -0.112 0.048
N -0.532 -0.286 -0.113
N 1.667 -1.633 -0.773
C 2.531 -0.914 -0.513
O 1.455 1.008 0.352
C 0.185 0.639 0.257
O 0.234 1.867 0.795
H -2.435 -0.211 -0.929
H -2.335 -0.903 0.700
H -2.207 0.865 0.479
H 3.393 -0.320 -0.304
```

The calculation puts the energy relative to the best compared isomer or geometry (same formula, charge and spin) at 154.5 kcal/mol. The SMILES is CN=C1OO1.C#N. As for the molar mass: 100.08 g mol⁻¹. The calculation puts the HOMO-LUMO gap at 9.982 eV. Its lowest unoccupied orbital energy is -0.55 eV.

Here are the Löwdin charges for atoms 1 to 8, given in e: atom 1 (C): -0.09, atom 2 (N): 0.07, atom 3 (N): 0.10, atom 4 (C): -0.08, atom 5 (O): 0.08, atom 6 (C): -0.56, atom 7 (O): 0.16, atom 8 (H): 0.08


Here is a single C3H4N2O2 molecule from the Open Molecules 2025 dataset. Energies are from wB97M-V/def2-TZVPD.

XYZ file:
```
11
Properties=species:S:1:pos:R:3
C 0.507 -1.413 0.460
N 0.367 0.012 0.248
N 0.722 0.418 -1.022
C -0.110 1.346 -1.276
O -0.910 1.710 -0.247
C -0.637 0.795 0.768
O -1.181 0.768 1.836
H 0.316 -1.938 -0.486
H 1.523 -1.617 0.788
H -0.225 -1.728 1.202
H -0.372 1.647 -2.272
```

The calculation puts the energy relative to the best compared isomer or geometry (same formula, charge and spin) at 46.4 kcal/mol. The SMILES is Cn1ncoc1=O. As for the molar mass: 100.08 g mol⁻¹. The calculation puts the HOMO-LUMO gap at 10.467 eV. Its lowest unoccupied orbital energy is 0.88 eV.

Here are the Löwdin charges for atoms 1 to 8, given in e: atom 1 (C): -0.01, atom 2 (N): -0.11, atom 3 (N): 0.12, atom 4 (C): -0.17, atom 5 (O): 0.12, atom 6 (C): -0.49, atom 7 (O): 0.13, atom 8 (H): 0.09


Here is a single C3H4N2O2 molecule from the Open Molecules 2025 dataset. Energies are from wB97M-V/def2-TZVPD.

XYZ file:
```
11
Properties=species:S:1:pos:R:3
C -0.754 -0.907 -0.036
C -1.786 -0.014 -0.020
C 0.170 1.180 -0.049
H 2.161 -0.284 -0.662
H 2.192 -0.308 1.002
H -0.967 -1.932 -0.307
H -2.831 -0.229 -0.160
N 1.778 -0.676 0.080
N 0.423 -0.239 0.038
O -1.266 1.285 0.220
O 0.879 2.124 -0.106
```

The calculation puts the energy relative to the best compared isomer or geometry (same formula, charge and spin) at 74.6 kcal/mol. The SMILES is Nn1ccoc1=O. As for the molar mass: 100.08 g mol⁻¹. The calculation puts the HOMO-LUMO gap at 9.399 eV. Its lowest unoccupied orbital energy is 0.81 eV.

Here are the Löwdin charges for atoms 1 to 8, given in e: atom 1 (C): -0.08, atom 2 (C): -0.08, atom 3 (C): -0.41, atom 4 (H): 0.02, atom 5 (H): 0.14, atom 6 (H): 0.12, atom 7 (H): 0.11, atom 8 (N): 0.12


Here is a single C3H4N2O2 molecule from the Open Molecules 2025 dataset. Energies are from wB97M-V/def2-TZVPD.

XYZ file:
```
11
Properties=species:S:1:pos:R:3
O -2.645 0.489 0.410
C -1.466 0.055 -0.076
N -0.375 0.698 0.587
C 0.757 0.202 0.476
O 2.927 -0.003 -0.516
C 1.972 -0.284 0.422
N -1.325 -0.781 -1.010
H -2.454 1.155 1.088
H 2.545 0.551 -1.209
H 2.302 -0.994 1.171
H -2.238 -1.088 -1.344
```

The calculation puts the energy relative to the best compared isomer or geometry (same formula, charge and spin) at 76.9 kcal/mol. The SMILES is [H]/N=C(\O)N=C=CO. As for the molar mass: 100.08 g mol⁻¹. The calculation puts the HOMO-LUMO gap at 8.952 eV. Its lowest unoccupied orbital energy is 0.09 eV.

Here are the Löwdin charges for atoms 1 to 8, given in e: atom 1 (O): 0.07, atom 2 (C): -0.55, atom 3 (N): 0.14, atom 4 (C): -0.06, atom 5 (O): 0.00, atom 6 (C): -0.17, atom 7 (N): 0.16, atom 8 (H): 0.11


Here is a molecular structure, C3H4N2O2 from the Open Molecules 2025 dataset. Energies are from wB97M-V/def2-TZVPD.

XYZ file:
```
11
Properties=species:S:1:pos:R:3
C 0.244 -0.346 0.065
C -1.520 0.911 -0.031
C -1.781 -0.311 -0.133
H 2.077 0.876 0.824
H 3.019 -0.208 0.401
H -2.191 1.639 -0.053
H -2.849 -0.576 0.081
N 2.391 0.347 -0.110
N 1.365 -0.650 -0.186
O -0.162 1.055 0.038
O -0.839 -1.197 0.140
```

The calculation puts the energy relative to the best compared isomer or geometry (same formula, charge and spin) at 127.1 kcal/mol. As for the molar mass: 100.08 g mol⁻¹. The calculation puts the HOMO-LUMO gap at 9.591 eV. Its lowest unoccupied orbital energy is 0.76 eV.

Here are the Löwdin charges for atoms 1 to 8, given in e: atom 1 (C): -0.40, atom 2 (C): -0.11, atom 3 (C): -0.19, atom 4 (H): 0.13, atom 5 (H): 0.04, atom 6 (H): 0.09, atom 7 (H): 0.16, atom 8 (N): 0.04